Entry 1:
Formula: C3H12O4
Source: the OMol25 dataset
Level of theory: ωB97M-V/def2-TZVPD

Geometry as ORCA input:
```
! RIJCOSX wB97M-V def2-TZVPD def2/J DEFGRID3
* xyz 0 1
O -0.1188 1.9324 -1.1402
O 1.8664 0.3032 0.2519
O -2.5834 4.4940 -0.2589
O -3.4461 0.3000 0.1119
C 1.5544 -2.1135 0.0803
C 1.8806 -0.9465 0.7091
C 1.9644 -3.4538 0.4906
H -1.7551 4.2351 -0.6684
H 1.4463 -2.0999 -0.9753
H -0.2184 1.8272 -2.0525
H -2.3953 5.1836 0.3551
H 3.0994 -3.5472 0.4632
H 1.6589 -3.9136 1.3739
H 1.4409 -4.0753 -0.3952
H -0.8434 1.4787 -0.7027
H -3.5706 -0.1576 0.9673
H 2.0075 -1.0814 1.7096
H -3.8655 1.1310 0.3778
H 1.8778 0.5037 -0.6976
*
```

Computed properties:
LUMO: 0.6 eV
ΔE to the lowest compared entry with this formula, charge and spin: 2.1360 eV
HOMO energy: -8.22 eV
calculated total energy: -11493.6263 eV
frontier orbital gap: 8.8 eV
max |F|: 0.0887 Eh/bohr

What are the natural (NBO) partial charges on each atom? They are as follows, in elementary charge units: -0.955, -0.680, -0.950, -0.935, -0.338, 0.183, -0.629, 0.480, 0.175, 0.467, 0.469, 0.210, 0.211, 0.206, 0.491, 0.466, 0.157, 0.470, 0.504

Entry 2:
Formula: C3H12O4
Source: the OMol25 dataset
Level of theory: ωB97M-V/def2-TZVPD

Geometry as ORCA input:
```
! RIJCOSX wB97M-V def2-TZVPD def2/J DEFGRID3
* xyz 0 1
O 4.2331 -0.8595 -0.4073
O -2.1890 -1.0840 -0.4004
O -3.9326 0.9775 -0.9811
O 1.5144 1.1449 1.7634
C -0.7947 -0.8772 -0.4702
C 1.2073 0.2667 0.7118
C -0.3093 -0.0518 0.7122
H 4.7427 -1.0334 -1.2008
H -0.2804 -1.8410 -0.4210
H -4.6547 1.5966 -1.0622
H 4.3327 0.0319 -0.0736
H 1.6443 -0.7133 0.9402
H -4.2179 0.4677 -0.2384
H -0.7600 0.9387 0.8124
H 1.6139 2.0492 1.4501
H -0.5072 -0.3951 -1.4131
H 1.5464 0.5251 -0.2921
H -2.6241 -0.4877 -1.0137
H -0.5648 -0.6553 1.5840
*
```

Computed properties:
LUMO: 0.7 eV
ΔE to the lowest compared entry with this formula, charge and spin: 1.0315 eV
HOMO energy: -9.59 eV
calculated total energy: -11494.7308 eV
frontier orbital gap: 10.3 eV
max |F|: 0.0497 Eh/bohr

What are the natural (NBO) partial charges on each atom? They are as follows, in elementary charge units: -0.955, -0.740, -0.947, -0.720, -0.058, -0.068, -0.435, 0.477, 0.167, 0.476, 0.479, 0.175, 0.477, 0.195, 0.469, 0.155, 0.162, 0.488, 0.203

Entry 3:
Formula: C3H12O4
Source: the OMol25 dataset
Level of theory: ωB97M-V/def2-TZVPD

Geometry as ORCA input:
```
! RIJCOSX wB97M-V def2-TZVPD def2/J DEFGRID3
* xyz 0 1
O -2.9270 -0.9001 -2.4185
O 1.8752 -0.4936 2.1260
O -0.7484 2.3831 3.6366
O 0.9224 -0.4838 -3.6871
C 0.5412 0.8634 0.5565
C 0.7594 -1.6729 0.4516
C 1.0346 -0.5084 1.0414
H -0.4279 0.9692 1.0392
H -3.6286 -1.0243 -1.7647
H 1.1986 1.5837 1.0417
H -0.2038 1.9537 2.9790
H -0.8283 3.3026 3.4187
H 0.4747 -0.8831 -2.9539
H 0.1877 -1.9483 -0.4235
H 2.5893 -1.1004 1.9730
H 1.3624 -2.5311 0.7482
H 0.7083 0.8191 -0.5100
H 0.2789 -0.2312 -4.3853
H -3.1685 -0.0976 -2.8687
*
```

Computed properties:
LUMO: 0.5 eV
ΔE to the lowest compared entry with this formula, charge and spin: 1.5713 eV
HOMO energy: -9.09 eV
calculated total energy: -11494.1910 eV
frontier orbital gap: 9.6 eV
max |F|: 0.0553 Eh/bohr

What are the natural (NBO) partial charges on each atom? They are as follows, in elementary charge units: -0.939, -0.703, -0.939, -0.951, -0.687, -0.534, 0.341, 0.230, 0.472, 0.221, 0.471, 0.470, 0.476, 0.210, 0.484, 0.187, 0.249, 0.475, 0.467

Entry 4:
Formula: C3H12O4
Source: the OMol25 dataset
Level of theory: ωB97M-V/def2-TZVPD

Geometry as ORCA input:
```
! RIJCOSX wB97M-V def2-TZVPD def2/J DEFGRID3
* xyz 0 1
O 2.2545 -1.4530 -1.1648
O -0.4294 -1.9608 -2.1660
O -2.5720 -0.8348 -0.9524
O -0.8704 0.8336 -0.0229
C 0.9716 1.4330 2.9425
C 0.2607 1.0422 0.4773
C 0.5336 1.9811 1.5709
H 0.1003 0.6563 3.2639
H 0.9769 2.3059 3.6322
H -0.4394 -2.8222 -2.5672
H 1.1496 2.8211 1.2071
H 1.2644 0.4153 0.3527
H -1.2301 -1.9530 -1.7833
H -3.1466 -0.4716 -0.2460
H 2.0923 0.8806 2.9903
H 2.8225 -1.6153 -1.9267
H -1.9185 -0.1149 -0.9288
H 1.2823 -1.8047 -1.2128
H -0.6102 2.2838 1.7225
*
```

Computed properties:
LUMO: 0.5 eV
ΔE to the lowest compared entry with this formula, charge and spin: 2.0799 eV
HOMO energy: -10.29 eV
calculated total energy: -11493.6824 eV
frontier orbital gap: 10.8 eV
max |F|: 0.1087 Eh/bohr

What are the natural (NBO) partial charges on each atom? They are as follows, in elementary charge units: -1.013, -0.938, -0.984, -0.591, -0.610, 0.476, -0.540, 0.220, 0.229, 0.464, 0.244, 0.150, 0.486, 0.471, 0.220, 0.479, 0.499, 0.520, 0.219

Entry 5:
Formula: C3H12O5
Source: the OMol25 dataset
Level of theory: ωB97M-V/def2-TZVPD

Geometry as ORCA input:
```
! RIJCOSX wB97M-V def2-TZVPD def2/J DEFGRID3
* xyz 0 1
O -2.9544 1.2423 -0.7294
O -0.3476 0.0532 1.0166
O -0.4609 1.4831 -3.1435
O -0.6504 -2.0475 0.2247
O 1.1992 2.1133 -0.0393
C -0.1285 -1.2957 1.0648
C 1.1513 -1.5356 1.7969
C 2.2581 -1.2515 0.9250
H -1.2312 0.2572 0.6653
H 0.4457 1.4962 -3.2753
H 1.8347 1.3799 -0.1217
H -0.6869 0.6567 -2.9112
H 1.4851 2.7008 0.6102
H 2.4534 -1.9797 0.0351
H 3.2150 -0.8436 1.2485
H 1.1346 -2.6823 1.7508
H -3.3833 0.3954 -1.0291
H 1.2506 -0.9299 2.8370
H 2.2201 -0.1894 0.3858
H -2.7087 1.4805 -1.5495
*
```

Computed properties:
LUMO: 0.5 eV
ΔE to the lowest compared entry with this formula, charge and spin: 2.7424 eV
HOMO energy: -10.35 eV
calculated total energy: -13541.1131 eV
frontier orbital gap: 10.9 eV
max |F|: 0.1391 Eh/bohr

What are the natural (NBO) partial charges on each atom? They are as follows, in elementary charge units: -0.922, -0.693, -0.926, -0.603, -0.927, 0.789, -0.549, -0.609, 0.516, 0.469, 0.461, 0.458, 0.466, 0.230, 0.242, 0.251, 0.462, 0.251, 0.172, 0.464

Entry 6:
Formula: C3H12O5
Source: the OMol25 dataset
Level of theory: ωB97M-V/def2-TZVPD

Geometry as ORCA input:
```
! RIJCOSX wB97M-V def2-TZVPD def2/J DEFGRID3
* xyz 0 1
O 2.0643 3.0474 -2.3148
O -1.5182 -2.5101 -1.2008
O -0.2576 -2.3449 0.5739
O -2.6712 6.3460 2.5942
O -1.5076 3.2239 2.9442
C 2.0054 -3.4725 -0.9861
C -0.3953 -2.7111 -0.5113
C 0.5906 -3.5320 -1.4642
H -2.3149 6.0093 3.4811
H -0.7039 2.7223 3.1762
H 0.5340 -3.2981 -2.5064
H 2.0040 2.7179 -1.4977
H -2.2012 5.6264 2.1652
H -2.3377 -2.3607 -0.6473
H 1.9963 -3.1727 0.1716
H 2.9172 -2.9168 -1.1431
H -1.9438 2.6019 2.4317
H 1.2990 3.1547 -2.7546
H 2.3849 -4.4863 -1.2301
H 0.0558 -4.6446 -1.2819
*
```

Computed properties:
LUMO: 0.1 eV
ΔE to the lowest compared entry with this formula, charge and spin: 2.7224 eV
HOMO energy: -10.63 eV
calculated total energy: -13541.1331 eV
frontier orbital gap: 10.7 eV
max |F|: 0.1183 Eh/bohr

What are the natural (NBO) partial charges on each atom? They are as follows, in elementary charge units: -0.931, -0.712, -0.577, -0.929, -0.937, -0.684, 0.810, -0.493, 0.463, 0.472, 0.236, 0.465, 0.466, 0.496, 0.229, 0.248, 0.465, 0.467, 0.217, 0.229

Entry 7:
Formula: C3H12P2Si
Source: the OMol25 dataset
Level of theory: ωB97M-V/def2-TZVPD

Geometry as ORCA input:
```
! RIJCOSX wB97M-V def2-TZVPD def2/J DEFGRID3
* xyz 0 1
P -2.2231 -0.0589 0.0389
P -1.9430 1.3557 1.6324
Si -0.0499 -0.1052 -0.5963
C 0.4488 1.5961 -1.3247
C 0.1899 -1.4575 -1.9372
C 2.1687 -1.1334 2.3319
H -3.2707 1.3107 2.0580
H -0.1036 1.7840 -2.2440
H -2.1072 -1.1610 0.8809
H 1.9769 -0.2081 2.8295
H 0.4869 -2.4061 -1.5007
H 3.0113 -1.2190 1.6832
H 0.2394 2.4089 -0.6380
H -2.2097 2.4688 0.8339
H 1.6543 -2.0144 2.6444
H 1.5081 1.6194 -1.5628
H -0.7345 -1.6202 -2.4855
H 0.9573 -1.1597 -2.6438
*
```

Computed properties:
LUMO (spin up / spin down): -0.4 / 0.3 eV
ΔE to the lowest compared entry with this formula, charge and spin: 2.9648 eV
HOMO energy (spin up / spin down): -8.55 / -7.03 eV
calculated total energy: -29757.2800 eV
frontier orbital gap (spin up / spin down): 8.1 / 7.3 eV
max |F|: 0.0225 Eh/bohr

What are the natural (NBO) partial charges on each atom? They are as follows, in elementary charge units: -0.201, 0.026, 1.011, -1.120, -1.117, -0.516, -0.006, 0.234, 0.006, 0.170, 0.242, 0.165, 0.237, -0.013, 0.166, 0.241, 0.238, 0.237

Entry 8:
Formula: C3H13N2
Source: the OMol25 dataset
Level of theory: ωB97M-V/def2-TZVPD

Geometry as ORCA input:
```
! RIJCOSX wB97M-V def2-TZVPD def2/J DEFGRID3
* xyz 1 1
N -1.2037 0.0235 -0.2354
N 0.9579 -0.8497 1.4909
C -1.1865 1.4817 0.0479
C -1.1018 -0.2427 -1.7208
C 2.2253 -0.4165 0.8118
H 0.8243 -1.8494 1.3086
H 2.0882 0.6136 0.5107
H -0.3884 -0.4647 0.1619
H -0.0591 -0.3577 -2.0044
H -1.2752 1.7244 1.0963
H 1.1856 -1.0282 2.4691
H -2.1199 -0.2880 0.0729
H -1.4738 0.5855 -2.3166
H -1.6989 -1.1257 -1.9257
H -0.2953 1.9069 -0.4184
H 3.1854 -0.6025 1.2898
H 2.3039 -1.0492 -0.0766
H -1.9679 1.9387 -0.5619
*
```

Computed properties:
LUMO: -3.1 eV
ΔE to the lowest compared entry with this formula, charge and spin: 1.5318 eV
HOMO energy: -14.53 eV
calculated total energy: -6295.0853 eV
frontier orbital gap: 11.5 eV
max |F|: 0.0374 Eh/bohr

What are the natural (NBO) partial charges on each atom? They are as follows, in elementary charge units: -0.518, -0.882, -0.425, -0.428, -0.433, 0.361, 0.193, 0.479, 0.234, 0.250, 0.391, 0.433, 0.234, 0.238, 0.229, 0.222, 0.193, 0.229

Entry 9:
Formula: C3H13N2
Source: the OMol25 dataset
Level of theory: ωB97M-V/def2-TZVPD

Geometry as ORCA input:
```
! RIJCOSX wB97M-V def2-TZVPD def2/J DEFGRID3
* xyz 1 1
N -0.1015 -1.3237 -0.3800
N 1.2371 1.2089 0.1934
C 1.9888 1.4410 -1.0865
C -1.2648 -1.3672 0.6910
C -2.0694 -0.0314 0.6784
H 0.6477 -1.9686 -0.1415
H 1.8051 1.0262 1.0094
H 1.3597 1.7678 -1.8248
H 0.2490 -0.2668 -0.5249
H -1.8750 -2.3199 0.7011
H 2.7308 2.1329 -1.1539
H -2.2470 0.0959 -0.4853
H -2.9423 0.0568 1.3177
H -0.8751 -1.5115 1.7619
H -1.4463 0.7002 1.1719
H -0.6149 -1.6309 -1.1860
H 2.5322 0.3598 -1.4558
H 0.7994 2.1076 0.4186
*
```

Computed properties:
LUMO: -3.2 eV
ΔE to the lowest compared entry with this formula, charge and spin: 2.4709 eV
HOMO energy: -14.37 eV
calculated total energy: -6294.1461 eV
frontier orbital gap: 11.2 eV
max |F|: 0.1156 Eh/bohr

What are the natural (NBO) partial charges on each atom? They are as follows, in elementary charge units: -0.735, -0.878, -0.402, -0.249, -0.634, 0.443, 0.384, 0.201, 0.493, 0.247, 0.207, 0.211, 0.266, 0.231, 0.231, 0.429, 0.172, 0.383

Entry 10:
Formula: C3H13N2O
Source: the OMol25 dataset
Level of theory: ωB97M-V/def2-TZVPD

Geometry as ORCA input:
```
! RIJCOSX wB97M-V def2-TZVPD def2/J DEFGRID3
* xyz 0 2
O 2.1918 2.4030 0.7776
N 0.5268 -1.3835 -1.1723
N 0.5254 -0.0385 1.1296
C -1.3658 -0.0302 -0.5029
C -0.9568 -1.3393 -1.1223
C -0.9904 0.0677 1.0436
H -0.9571 0.8014 -1.0642
H 0.8629 -0.7016 -1.9806
H 0.9996 0.8466 0.9973
H 0.6717 -0.4263 2.0803
H 3.0261 2.6688 0.7086
H 1.0320 -2.1914 -1.7031
H -1.4480 -1.4213 -2.0695
H -1.3152 -2.0738 -0.4427
H -2.4461 -0.0950 -0.3222
H 0.8203 -0.6344 0.2391
H -1.5393 -0.6188 1.7385
H -1.2636 1.0902 1.1543
H 1.6257 3.0764 0.5110
*
```

Computed properties:
LUMO (spin up / spin down): 0.9 / 0.7 eV
ΔE to the lowest compared entry with this formula, charge and spin: 1.6190 eV
HOMO energy (spin up / spin down): -2.41 / -10.50 eV
calculated total energy: -8344.9186 eV
<S²>: 0.75
frontier orbital gap (spin up / spin down): 3.4 / 11.2 eV
max |F|: 0.1147 Eh/bohr

What are the natural (NBO) partial charges on each atom? They are as follows, in elementary charge units: -1.057, -0.903, -0.943, -0.465, -0.255, -0.446, 0.210, 0.357, 0.426, 0.341, 0.463, 0.389, 0.189, 0.195, 0.214, 0.440, 0.213, 0.202, 0.431

Entry 11:
Formula: C3H13N2O
Source: the OMol25 dataset
Level of theory: ωB97M-V/def2-TZVPD

Geometry as ORCA input:
```
! RIJCOSX wB97M-V def2-TZVPD def2/J DEFGRID3
* xyz 1 1
O -0.9370 -1.2302 3.0100
N -0.0437 -1.1695 -1.0568
N 1.3751 0.2502 0.6409
C -0.0247 0.6596 0.4998
C 0.0806 1.1567 -1.9758
C -0.5094 0.2725 -0.9126
H -1.4245 -0.6691 3.6109
H 2.0225 0.9745 0.3671
H -0.6968 0.3129 1.2858
H -0.6628 -1.7545 -0.4935
H -0.0212 1.7546 0.5591
H 0.9177 -1.2398 -0.6434
H 1.0774 1.5657 -1.7305
H -0.5606 2.0233 -2.1542
H 1.8251 -0.1238 1.4671
H -0.8067 -2.1069 3.3828
H 0.1653 0.6652 -2.9493
H -1.6071 0.1878 -0.8976
H -0.1690 -1.5291 -2.0099
*
```

Computed properties:
LUMO: -3.1 eV
ΔE to the lowest compared entry with this formula, charge and spin: 0.6487 eV
HOMO energy: -13.90 eV
calculated total energy: -8343.3334 eV
frontier orbital gap: 10.8 eV
max |F|: 0.0275 Eh/bohr

What are the natural (NBO) partial charges on each atom? They are as follows, in elementary charge units: -0.977, -0.702, -0.901, -0.255, -0.652, -0.049, 0.490, 0.384, 0.249, 0.434, 0.217, 0.471, 0.233, 0.259, 0.412, 0.491, 0.228, 0.229, 0.438

Entry 12:
Formula: C3H13N2O
Source: the OMol25 dataset
Level of theory: ωB97M-V/def2-TZVPD

Geometry as ORCA input:
```
! RIJCOSX wB97M-V def2-TZVPD def2/J DEFGRID3
* xyz 1 1
O 1.7451 -2.5437 -0.1791
N 0.7756 -0.0512 -1.0765
N 0.2630 0.8959 1.5597
C -1.0159 1.3212 1.0123
C -0.6811 0.2994 -1.3118
C -1.4957 0.3121 -0.0413
H -1.8776 1.3404 1.6844
H -0.6952 1.2660 -1.7927
H 0.1527 0.2628 2.3327
H 0.9770 0.3691 -0.1287
H -0.9097 -0.3367 -2.1646
H -1.2236 -0.5896 0.5239
H 1.4311 0.4382 -1.6746
H 2.4236 -2.9945 -0.6947
H -0.8590 2.3640 0.7400
H -2.5585 0.2140 -0.2380
H 1.0530 -1.0402 -0.9526
H 1.5542 -3.1198 0.5718
H 0.9411 1.5926 1.8298
*
```

Computed properties:
LUMO: -2.9 eV
ΔE to the lowest compared entry with this formula, charge and spin: 0.6081 eV
HOMO energy: -13.73 eV
calculated total energy: -8343.3741 eV
frontier orbital gap: 10.8 eV
max |F|: 0.0449 Eh/bohr

What are the natural (NBO) partial charges on each atom? They are as follows, in elementary charge units: -0.976, -0.733, -0.881, -0.236, -0.217, -0.438, 0.211, 0.218, 0.386, 0.460, 0.230, 0.211, 0.426, 0.499, 0.209, 0.260, 0.469, 0.505, 0.396

Entry 13:
Formula: C3H13N2O
Source: the OMol25 dataset
Level of theory: ωB97M-V/def2-TZVPD

Geometry as ORCA input:
```
! RIJCOSX wB97M-V def2-TZVPD def2/J DEFGRID3
* xyz 1 1
O -2.3496 0.6990 -2.1662
N 2.4504 -0.8271 0.8519
N -1.1953 -0.3511 0.1227
C 0.3941 1.3444 0.9149
C 1.2120 -0.9679 0.0983
C 0.1413 -0.1477 0.8001
H 0.0032 -0.5574 1.8033
H 0.3573 1.7917 -0.0835
H 1.3845 1.4827 1.3400
H -1.9417 0.0851 0.6900
H 3.0466 -0.1247 0.4228
H 1.3367 -0.6285 -0.9379
H -2.0982 0.5889 -3.0912
H -0.3735 1.8074 1.5345
H 3.0003 -1.6850 0.7993
H -3.1216 1.2857 -2.1946
H -1.2947 0.1395 -0.7795
H -1.4388 -1.3277 -0.0186
H 0.8813 -2.0008 0.0239
*
```

Computed properties:
LUMO: -3.2 eV
ΔE to the lowest compared entry with this formula, charge and spin: 0.3296 eV
HOMO energy: -13.44 eV
calculated total energy: -8343.6525 eV
frontier orbital gap: 10.2 eV
max |F|: 0.0184 Eh/bohr

What are the natural (NBO) partial charges on each atom? They are as follows, in elementary charge units: -0.980, -0.829, -0.691, -0.635, -0.242, -0.039, 0.222, 0.215, 0.263, 0.435, 0.372, 0.184, 0.503, 0.226, 0.385, 0.505, 0.468, 0.435, 0.203